ORCA calculation (ωB97M-V with the def2-TZVPD basis set) on C2HFFeO2 as an isolated structure.

Each line ends with the Löwdin charge.
Atoms and positions in Å:
O  0.561  -0.416  -0.589  0.04
C  -0.547  -0.261  -0.225  -0.04
C  -1.759  -0.103  0.258  -0.06
H  -2.108  -0.733  1.077  0.16
F  -2.604  0.783  -0.272  0.09
Fe  2.456  0.040  -0.375  1.13
O  4.000  0.688  0.127  -0.31

Output
HOMO energy (spin up / spin down) = -0.5516 / -0.5509 Ha
2S+1 = 6
E = -43276.8322 eV
lowest unoccupied orbital energy (spin up / spin down) = -5.8102 / -6.9877 eV
charge = +1